[1]
55
Properties=species:S:1:pos:R:3 method="wB97M-V/def2-TZVPD" gap_ev=4.781 lumo_energy_ev=-1.92 de_lowest_ev=0.0000 e_homo_ev=-6.70 multiplicity=1 total_energy_ev=-46776.8875 max_force_ev_per_a=0.7
Sr 0.47 0.28 0.47
O 0.68 -7.58 -1.67
N 1.42 -6.81 -1.10
O 2.46 -7.10 -0.57
C 1.04 -5.36 -1.15
C 0.33 -5.00 -2.24
C -0.01 -3.62 -2.44
C -0.72 -3.21 -3.58
C -1.00 -1.88 -3.75
C -0.56 -0.99 -2.76
N 0.10 -1.35 -1.68
C 0.38 -2.66 -1.50
C 1.10 -3.09 -0.30
N 1.40 -2.15 0.63
C 2.01 -2.50 1.74
C 2.40 -3.82 1.99
C 2.12 -4.79 1.07
C 1.45 -4.44 -0.12
H 0.04 -5.74 -2.97
H -1.03 -3.95 -4.31
H -1.54 -1.51 -4.61
H -0.77 0.07 -2.87
H 2.20 -1.71 2.46
H 2.91 -4.06 2.92
H 2.41 -5.81 1.25
O -1.54 1.58 6.33
C -1.16 1.33 5.22
C -1.99 0.79 4.06
O -3.18 0.55 4.08
C -1.07 0.65 2.92
C 0.23 1.03 3.29
O 1.27 1.01 2.51
C 0.27 1.48 4.69
O 1.23 1.89 5.31
O -1.43 0.24 1.75
C -1.63 2.72 -0.70
C -2.12 4.13 -1.12
N -1.00 5.07 -1.07
C -0.44 5.09 0.28
C 0.07 3.68 0.67
N -0.18 2.75 -0.44
C 0.53 3.23 -1.64
C 0.02 4.65 -2.02
H -1.83 1.98 -1.49
H -2.12 2.35 0.21
H -2.90 4.48 -0.45
H -2.53 4.13 -2.13
H -1.21 5.44 0.97
H 0.37 5.82 0.30
H -0.45 3.29 1.56
H 1.13 3.67 0.90
H 0.36 2.51 -2.45
H 1.60 3.24 -1.42
H -0.41 4.66 -3.02
H 0.84 5.37 -2.00

---

[2]
13
Properties=species:S:1:pos:R:3 method="wB97M-V/def2-TZVPD" gap_ev=8.793 lumo_energy_ev=-0.38 de_lowest_ev=1.4403 e_homo_ev=-9.17 multiplicity=1 total_energy_ev=-34331.5057 max_force_ev_per_a=4.2
C -0.41 1.90 -0.73
C -0.84 0.92 0.18
C 0.66 1.50 -1.47
C -0.10 -0.23 0.11
C -0.29 -1.46 0.84
O 1.41 -2.08 1.36
S 1.15 -0.10 -1.10
I -1.23 -1.32 2.72
I -0.93 -3.13 -0.32
H -0.87 2.87 -0.81
H -1.68 1.05 0.84
H 1.19 2.05 -2.22
H 1.96 -1.96 0.59

---

[3]
42
Properties=species:S:1:pos:R:3 method="wB97M-V/def2-TZVPD" gap_ev="6.930 / 6.934" total_charge=+4 lumo_energy_ev="-16.46 / -16.46" de_lowest_ev=0.0000 e_homo_ev="-23.39 / -23.40" multiplicity=1 total_energy_ev=-48647.6045 max_force_ev_per_a=0.6
W -0.16 0.61 0.14
C 0.17 2.08 4.27
C -0.15 1.91 2.84
S -0.75 0.40 2.34
C -0.02 3.01 1.90
C 0.51 4.32 2.34
S -0.58 2.86 0.30
H -0.14 1.23 4.88
H -0.31 2.99 4.65
H 1.25 2.24 4.41
H 1.28 4.23 3.11
H -0.33 4.87 2.80
H 0.87 4.93 1.51
C 2.41 -1.15 2.31
C 2.94 -0.55 1.06
O 1.73 0.23 0.24
C 2.12 0.58 -1.18
C 3.17 1.65 -1.27
H 3.28 -1.68 2.73
H 1.65 -1.91 2.14
H 2.12 -0.42 3.06
H 3.24 -1.26 0.29
H 3.65 0.26 1.19
H 1.16 0.97 -1.64
H 2.36 -0.36 -1.67
H 2.91 2.55 -0.72
H 3.29 1.91 -2.33
H 4.14 1.27 -0.93
C -1.95 -1.85 -2.99
P -2.75 -0.95 -1.70
C -3.55 -1.98 -0.51
C -3.75 0.39 -2.27
O -1.46 -0.19 -0.81
H -2.75 -2.34 -3.57
H -1.30 -2.63 -2.58
H -1.41 -1.19 -3.66
H -4.38 -2.48 -1.03
H -3.97 -1.40 0.31
H -2.87 -2.76 -0.14
H -4.58 -0.06 -2.83
H -3.19 1.04 -2.95
H -4.16 0.96 -1.44

---

[4]
88
Properties=species:S:1:pos:R:3 method="wB97M-V/def2-TZVPD" gap_ev=4.246 total_charge=-2 lumo_energy_ev=3.55 de_lowest_ev=0.2303 e_homo_ev=-0.69 multiplicity=1 total_energy_ev=-369720.3178 max_force_ev_per_a=0.6
Tl -0.08 -0.11 0.54
C 4.15 3.60 0.21
C 4.15 2.45 -0.80
S 3.37 0.91 -0.26
C 4.55 0.33 0.99
C 4.35 0.89 2.40
S 2.65 0.69 3.02
C 1.88 2.36 3.15
C 2.62 3.59 2.65
S 2.49 3.98 0.87
H 4.49 4.51 -0.29
H 4.82 3.41 1.04
H 5.18 2.24 -1.12
H 3.57 2.73 -1.68
H 5.56 0.52 0.64
H 4.39 -0.75 1.01
H 4.62 1.95 2.45
H 4.99 0.36 3.10
H 1.71 2.49 4.21
H 0.91 2.28 2.65
H 3.68 3.60 2.92
H 2.16 4.45 3.14
C 0.15 -2.04 -1.77
Si 0.35 -1.15 -3.33
C -0.71 0.44 -3.32
N -0.63 1.16 -2.05
C -1.87 1.85 -1.67
C -2.15 3.09 -2.52
C -0.98 4.06 -2.40
C 0.32 3.36 -2.79
C 0.50 2.08 -1.98
C -0.18 -2.07 -4.93
C 0.74 -2.79 -5.71
C 0.33 -3.72 -6.66
C -1.03 -3.96 -6.86
C -1.96 -3.26 -6.10
C -1.53 -2.34 -5.16
C 2.17 -0.71 -3.71
C 3.19 -1.40 -3.05
C 4.53 -1.13 -3.30
C 4.88 -0.13 -4.19
C 3.89 0.58 -4.85
C 2.55 0.28 -4.62
H 0.74 -2.96 -1.65
H -0.90 -2.24 -1.54
H -1.75 0.10 -3.44
H -0.51 1.10 -4.19
H -1.78 2.15 -0.62
H -2.69 1.13 -1.72
H -3.08 3.56 -2.19
H -2.28 2.79 -3.57
H -0.90 4.38 -1.35
H -1.14 4.95 -3.01
H 1.18 4.02 -2.61
H 0.32 3.14 -3.87
H 0.64 2.36 -0.93
H 1.39 1.53 -2.30
H 1.80 -2.62 -5.56
H 1.06 -4.26 -7.25
H -1.35 -4.69 -7.59
H -3.02 -3.44 -6.24
H -2.27 -1.82 -4.55
H 2.91 -2.16 -2.33
H 5.30 -1.69 -2.77
H 5.93 0.09 -4.38
H 4.16 1.38 -5.54
H 1.79 0.83 -5.17
Br -6.78 1.86 3.51
C -4.96 1.94 2.96
C -4.16 3.00 3.34
Br -4.86 4.40 4.43
C -2.82 3.02 2.91
Br -1.66 4.45 3.43
C -2.23 2.03 2.11
O -1.01 2.09 1.72
C -3.07 0.89 1.72
O -2.60 -0.06 1.01
C -4.41 0.92 2.16
Br -5.47 -0.57 1.63
N 0.99 -2.75 4.40
C 0.98 -3.77 3.48
C 0.23 -3.32 2.44
N -0.21 -2.05 2.70
C 0.26 -1.73 3.87
H 1.50 -2.73 5.27
H 1.49 -4.71 3.66
H -0.03 -3.81 1.52
H 0.11 -0.79 4.38